Entry 1:
C36H30Br2F3N5O2Sc as an isolated structure. Source: the Open Molecules 2025 dataset; level of theory: ωB97M-V with the def2-TZVPD basis set.

Calculated values
E_tot (Eh): -8022.697427
LUMO level (Ha): 0.0594
Net charge: -1
ΔE to the lowest compared entry with this formula, charge and spin (eV): 0.3560
Largest force on an atom (Eh/bohr): 0.015

CARTESIAN COORDINATES (ANGSTROEM)
Sc: 0.3382 -0.8821 1.1459
Br: -2.2657 1.0029 4.2708
C: -1.5542 2.4079 3.2418
C: -1.9720 3.7118 3.5576
C: -1.5140 4.7824 2.8567
Br: -2.1391 6.5147 3.3320
C: -0.5888 4.5977 1.7995
C: -0.0655 5.6500 1.0128
C: 0.8330 5.3825 0.0272
C: 1.2265 4.0433 -0.1838
N: 0.7593 3.0381 0.5073
C: -0.1520 3.2820 1.4951
C: -0.6563 2.1248 2.2133
O: -0.3058 0.9399 1.8737
H: -2.6743 3.8544 4.3676
H: -0.3855 6.6641 1.2121
H: 1.2492 6.1747 -0.5823
H: 1.9629 3.8068 -0.9477
N: 2.4840 0.4349 1.2084
C: 3.5839 -0.1644 1.8739
C: 4.1698 0.5004 2.9432
C: 5.2003 -0.0831 3.6648
C: 5.6533 -1.3463 3.3090
C: 5.0653 -1.9981 2.2329
C: 4.0278 -1.4351 1.4921
C: 3.3999 -2.1942 0.3594
C: 4.2425 -2.9775 -0.4387
C: 3.7314 -3.7717 -1.4547
C: 2.3566 -3.7886 -1.6714
C: 1.5376 -2.9830 -0.8862
C: 2.0112 -2.1426 0.1406
H: 2.3180 1.4053 1.4409
H: 2.5401 0.3447 0.2011
H: 3.7916 1.4804 3.2181
H: 5.6321 0.4423 4.5086
H: 6.4402 -1.8326 3.8724
H: 5.3858 -3.0031 1.9839
H: 5.3150 -2.9561 -0.2732
H: 4.3988 -4.3715 -2.0631
H: 1.9313 -4.4150 -2.4499
H: 0.4693 -2.9999 -1.0950
F: 1.7138 -1.6319 3.7034
C: 0.4764 -1.9755 3.1625
F: -0.3889 -1.8419 4.2168
F: 0.5617 -3.3524 2.9999
C: -3.4462 -1.9742 -0.4279
C: -2.4292 -2.4403 0.6060
C: -2.0300 -3.8850 0.3426
C: -3.0157 -2.3016 2.0032
O: -1.2863 -1.6315 0.4868
H: -4.3448 -2.5988 -0.4200
H: -3.0044 -2.0152 -1.4303
H: -3.7444 -0.9405 -0.2128
H: -2.8712 -4.5663 0.5122
H: -1.2141 -4.1642 1.0122
H: -1.6858 -4.0079 -0.6888
H: -3.9994 -2.7806 2.0676
H: -3.1193 -1.2445 2.2507
H: -2.3569 -2.7521 2.7479
N: -6.3358 1.9133 -6.7151
C: -5.4099 1.6862 -6.0738
C: -4.2391 1.3959 -5.2598
C: -2.9766 1.3835 -5.8334
C: -1.8614 1.1074 -5.0600
C: -2.0037 0.8410 -3.7065
C: -3.2706 0.8443 -3.1301
C: -4.3809 1.1255 -3.9055
N: -0.8625 0.5688 -2.9160
C: 0.4314 0.2638 -3.3491
C: 1.1441 0.0253 -2.2261
N: 0.3407 0.1889 -1.1082
C: -0.8368 0.4952 -1.5547
H: -2.8637 1.5961 -6.8880
H: -0.8823 1.1180 -5.5171
H: -3.4053 0.6047 -2.0860
H: -5.3648 1.1233 -3.4550
H: 0.7043 0.2059 -4.3871
H: 2.1709 -0.2952 -2.1493
H: -1.6951 0.6714 -0.9284

Löwdin atomic charge list, values in e, 5 entries: 0.93, 0.82, -0.60, -0.19, -0.64


Entry 2:
C17H15N2O4PPtS as an isolated structure. Source: the Open Molecules 2025 dataset; level of theory: ωB97M-V with the def2-TZVPD basis set.

Calculated values
E_tot (Eh): -1926.229648
LUMO level (Ha): -0.0066
Net charge: 0
ΔE to the lowest compared entry with this formula, charge and spin (eV): 0.0000
Largest force on an atom (Eh/bohr): 0.013

CARTESIAN COORDINATES (ANGSTROEM)
Pt: 0.0668 0.4104 0.0176
N: 1.0918 2.6369 -1.7199
P: -0.4212 2.2805 -0.9985
C: -1.5939 2.3277 -2.3629
C: -1.5496 1.2704 -3.2740
C: -2.4271 1.2408 -4.3425
C: -3.3611 2.2584 -4.4995
C: -3.4215 3.2990 -3.5863
C: -2.5414 3.3352 -2.5131
C: -0.8408 3.6546 0.0846
C: -0.5642 4.9814 -0.2414
C: -0.9250 5.9976 0.6271
C: -1.5733 5.6910 1.8177
C: -1.8551 4.3729 2.1420
C: -1.4858 3.3482 1.2812
C: 2.1368 1.7598 -1.5492
C: 3.3926 1.9656 -2.1235
C: 4.3769 1.0259 -1.9204
C: 4.1115 -0.1047 -1.1502
C: 2.8591 -0.2437 -0.6071
N: 1.8897 0.6702 -0.8018
H: 1.2344 3.4022 -2.3594
H: -0.8452 0.4600 -3.1244
H: -2.3978 0.4162 -5.0418
H: -4.0544 2.2291 -5.3299
H: -4.1609 4.0804 -3.7008
H: -2.6036 4.1392 -1.7918
H: -0.0645 5.2283 -1.1716
H: -0.7031 7.0268 0.3776
H: -1.8557 6.4861 2.4955
H: -2.3560 4.1353 3.0708
H: -1.6946 2.3148 1.5367
H: 3.5725 2.8530 -2.7140
H: 5.3547 1.1701 -2.3603
H: 4.8619 -0.8604 -0.9752
H: 2.5689 -1.0884 0.0050
O: -1.6631 -2.0650 2.4056
S: -1.2415 -1.5741 1.1335
O: -1.6599 -0.0701 0.9455
O: 0.3019 -1.3111 1.0879
O: -1.6297 -2.3336 -0.0223

natural (NBO) atomic charge list, values in e, 5 entries: 0.70, -0.90, 1.29, -0.33, -0.18


Entry 3:
A 15-piece molecular cluster, C4H39NO16 overall in a non-equilibrium geometry. Source: the Open Molecules 2025 dataset; level of theory: ωB97M-V with the def2-TZVPD basis set.

Calculated values
E_tot (Eh): -1434.384814
LUMO level (Ha): -0.0010
Net charge: 0
ΔE to the lowest compared entry with this formula, charge and spin (eV): 3.1192
Largest force on an atom (Eh/bohr): 0.030

CARTESIAN COORDINATES (ANGSTROEM)
C: 0.2626 -1.3311 1.4065
O: 0.4042 0.0402 1.7698
C: 0.5463 -1.5972 -0.0897
C: -0.2598 -2.7935 -0.5928
C: 0.4045 -4.1489 -0.3638
O: -1.6880 -2.8205 -0.2099
N: 0.1479 -0.4510 -0.9119
H: 0.8667 -1.9128 2.1003
H: -0.7674 -1.6388 1.5465
H: -0.4665 0.3393 2.0664
H: 1.6036 -1.7666 -0.2867
H: -0.5369 -2.6215 -1.6252
H: 1.4846 -4.0177 -0.3959
H: 0.1570 -4.6233 0.5842
H: 0.0831 -4.7668 -1.1992
H: -1.8215 -3.0680 0.7200
H: 0.6062 0.3514 -0.5049
H: -0.8328 -0.2997 -1.1016
H: -2.8446 0.3859 2.2240
H: -1.9941 0.6137 3.5746
O: -2.3949 -0.0200 2.9727
H: -2.4968 -1.3937 -0.3955
H: -3.5895 -0.3553 0.1971
O: -2.9793 -0.5303 -0.5244
H: -2.7230 0.8021 -2.3515
H: -2.0337 1.3838 -3.6536
O: -1.9333 1.2218 -2.7115
H: 1.5309 -0.5924 -2.4150
H: 1.6691 -1.6075 -3.4509
O: 2.2414 -1.0632 -2.8856
H: 0.3699 3.4658 0.7185
H: -0.6113 4.1851 -0.3123
O: -0.1484 4.2688 0.5230
H: 2.7904 1.5970 2.6272
H: 4.1029 2.2892 2.8697
O: 3.1703 2.4804 2.7236
H: -2.4062 -2.5430 3.9210
H: -3.2867 -1.9775 2.7894
O: -2.7141 -2.7084 3.0304
H: -3.7763 2.2827 2.5916
H: -4.3593 2.7244 1.1838
O: -4.2758 2.0177 1.8172
H: 4.7939 0.1425 -0.6206
H: 4.3296 -1.0812 -1.3208
O: 4.3543 -0.6965 -0.4342
H: -1.7306 -1.6462 -3.7469
H: -0.8288 -0.4269 -3.7408
O: -0.8262 -1.3770 -3.9240
H: 2.0267 2.6985 -3.5063
H: 1.3013 2.9275 -2.2753
O: 1.2945 3.2439 -3.1882
H: 2.8139 0.9922 -1.2840
H: 3.0735 0.5204 -2.7028
O: 3.2582 1.2725 -2.0938
H: -0.6187 3.3047 2.8610
H: 0.5464 2.3289 2.8532
O: -0.4087 2.3660 2.9485
H: 1.0686 1.3628 0.8032
H: 2.4564 2.1485 0.9185
O: 1.5941 2.1189 0.4776

natural (NBO) atomic charge list, values in e, 5 entries: -0.08, -0.78, -0.12, 0.11, -0.65


Entry 4:
An isolated ion of composition C3H5N2S2 and charge +1 in a non-equilibrium geometry. Source: the Open Molecules 2025 dataset; level of theory: ωB97M-V with the def2-TZVPD basis set.

Calculated values
E_tot (Eh): -1022.821881
LUMO level (spin up / spin down) (Ha): -0.2326 / -0.2219
Net charge: +1
SMILES: [NH3+]C=[N+]=CC(=S)[S-]
ΔE to the lowest compared entry with this formula, charge and spin (eV): 3.2131
Largest force on an atom (Eh/bohr): 0.039

CARTESIAN COORDINATES (ANGSTROEM)
C: -2.0751 1.1608 0.8267
C: -1.8646 1.8401 2.0754
C: 0.1017 0.5452 0.1496
N: -1.1773 0.4959 0.1781
N: 0.7816 -0.6859 -0.2874
S: -3.2143 2.5321 2.8121
S: -0.3243 2.0049 2.7366
H: -3.0793 1.1505 0.4260
H: 0.7309 1.4060 0.3305
H: 1.0638 -0.6470 -1.2809
H: 0.1254 -1.4726 -0.1749
H: 1.6210 -0.8634 0.2767

natural (NBO) atomic charge list, values in e, 5 entries: 0.09, -0.51, 0.16, -0.39, -0.71